The following is a DFT calculation (ωB97M-V/def2-TZVPD) of a 3-piece molecular cluster, C19H39FNO9S overall.

2S+1: 1
Lowest unoccupied orbital energy (eV): -2.749
Calculated total energy (Ha): -1977.0446
Net charge: +1

Each line ends with the Löwdin charge.
CARTESIAN COORDINATES (ANGSTROEM)
H: -0.4798 -3.0376 -2.3152  0.14
C: 2.3245 -0.3435 2.2976  -0.04
H: -1.1702 -1.4517 -2.5310  0.14
H: -5.5194 -4.8994 -2.2656  0.08
H: -6.2866 -3.3096 -2.3655  0.08
C: 0.9132 1.2675 6.4172  -0.02
H: -1.3697 2.7588 -1.2604  0.12
H: 4.8622 0.1473 -3.0113  0.09
H: -2.5272 4.4448 -1.6802  0.10
C: -1.8612 2.2704 -0.4299  -0.19
S: -2.6201 0.1155 1.6172  0.92
H: 0.0657 1.8365 6.7863  0.10
O: 5.3615 -0.8744 -1.2651  -0.01
H: 6.1711 1.8797 1.2960  0.10
H: -4.9115 -4.1453 -0.1677  0.13
H: -1.7501 6.1713 -0.4291  0.07
C: -4.7069 -3.4171 -0.9504  -0.22
C: -1.2881 -2.8038 0.0226  0.00
C: -0.6210 -0.4564 -0.1567  -0.06
C: 0.8235 -0.3749 -3.6252  -0.21
H: 6.3699 -0.8045 -3.0849  0.10
O: 5.9583 -0.0942 0.6656  -0.01
C: -5.3494 -3.8340 -2.2635  -0.04
O: -2.3163 1.0000 -0.9501  -0.08
O: -3.2800 -3.2921 -1.0923  -0.08
H: -4.0995 4.7239 -1.0510  0.10
H: 4.7997 -1.6248 -3.0677  0.09
H: -3.2893 -2.5076 0.7525  0.14
O: 2.6562 -0.0498 4.8959  0.14
C: 1.0240 -1.5691 -2.7122  -0.12
O: 0.7191 1.1129 5.0044  0.01
H: -1.1136 2.1668 0.3510  0.11
H: -3.9610 0.0945 1.5285  -0.08
F: 1.9822 -0.1512 -4.3263  -0.02
H: 2.3997 -1.3802 2.6252  0.11
C: -2.1139 -0.0937 -0.1419  -0.78
C: 1.6790 0.4315 4.3904  -0.61
H: 1.3659 -2.3904 -3.3274  0.13
C: -2.5601 5.6736 0.0914  -0.09
C: -0.3295 -1.9901 -2.1150  -0.07
N: -0.3473 -1.8457 -0.6152  -0.04
C: -2.7416 -2.3863 -0.1764  -0.38
C: -3.0467 3.1479 -0.0236  -0.18
H: 7.6832 0.9333 1.2158  0.10
H: -3.9325 2.6067 -0.3318  0.11
O: 1.3707 0.3666 3.0821  -0.02
H: 0.5539 0.5298 -3.0846  0.12
H: -1.1484 -3.7991 -0.3603  0.15
C: -3.0874 4.4909 -0.7555  -0.24
C: 5.3558 -0.7693 -2.6934  -0.04
C: 6.6224 0.9018 1.4529  -0.03
O: 6.5628 1.0413 -1.1942  0.14
O: -2.8994 -1.0985 -0.7359  -0.01
H: -0.1579 -0.3045 0.8110  0.10
H: -0.1071 0.2068 -0.8351  0.14
H: -4.7182 -3.5144 -3.0826  0.08
H: -3.1224 3.2974 1.0465  0.10
C: 6.0193 0.1182 -0.6509  -0.62
H: 0.0358 -0.6196 -4.3315  0.13
H: 0.9370 0.2973 6.9085  0.10
H: -3.3325 6.4179 0.2116  0.07
H: -5.1634 -2.4853 -0.6347  0.12
H: 0.5857 -2.0836 -0.2792  0.18
H: 1.8302 1.8161 6.6194  0.10
H: 3.3013 0.1336 2.3345  0.10
H: -1.0633 -2.8490 1.0839  0.15
H: 1.7712 -1.3808 -1.9452  0.12
H: 6.4969 0.6109 2.4920  0.09
H: 1.9695 -0.3226 1.2674  0.07
H: -2.1789 5.3427 1.0482  0.07

Force components x, y, z for each atom (eV/Å):
H -0.23 -0.34 0.04
C 0.15 -0.16 -0.06
H -0.22 0.20 0.12
H 0.00 -0.26 -0.38
H -0.42 -0.04 -0.09
C -0.05 0.08 0.27
H 0.20 -0.06 -0.32
H 0.09 0.05 0.01
H 0.15 -0.19 -0.28
C -0.27 0.50 -0.21
S 0.50 0.09 0.71
H -0.05 0.00 -0.15
O -0.07 0.04 0.07
H 0.06 0.01 -0.11
H 0.06 -0.14 0.12
H 0.25 0.14 0.00
C -0.42 -0.13 -0.18
C -0.19 0.34 0.85
C 0.50 0.27 0.30
C 0.17 -0.30 0.10
H 0.01 0.10 0.02
O -0.12 -0.04 -0.07
C 0.36 0.20 0.52
O 0.04 -0.03 0.27
O -0.05 0.40 0.14
H -0.37 -0.09 -0.04
H -0.01 -0.05 0.14
H 0.00 0.44 0.41
O -0.09 0.02 -0.13
C -0.81 0.20 -0.10
O 0.02 -0.05 -0.14
H 0.01 -0.28 0.25
H 0.10 0.03 -0.52
F 0.21 0.18 -0.08
H 0.13 0.04 0.09
C -1.07 -0.10 -0.13
C -0.02 0.07 0.19
H 0.32 -0.15 -0.08
C 0.15 -0.23 -0.78
C 0.70 -0.16 -0.03
N -0.26 -0.29 -0.05
C -0.51 -1.27 -0.95
C -0.24 -0.09 -0.60
H -0.02 0.06 -0.09
H -0.21 -0.34 0.07
O -0.15 -0.01 -0.20
H -0.02 0.18 0.06
H 0.13 -0.22 -0.43
C 0.25 0.62 0.67
C -0.04 -0.05 -0.20
C 0.09 0.10 0.23
O -0.07 -0.09 0.04
O 0.65 0.09 -0.02
H -0.02 -0.21 0.33
H 0.06 0.19 -0.33
H 0.13 -0.14 -0.24
H 0.10 -0.06 0.25
C 0.04 0.01 0.03
H -0.16 0.13 -0.22
H 0.10 -0.02 -0.04
H -0.19 0.18 0.37
H 0.31 0.43 0.09
H 0.05 -0.03 -0.10
H 0.06 -0.09 -0.03
H 0.04 -0.08 0.06
H 0.14 0.27 0.17
H 0.19 0.09 0.09
H -0.07 -0.13 -0.05
H -0.05 0.16 0.02
H -0.05 0.05 0.31